Density functional theory data (the ωB97M-V functional and the def2-TZVPD basis) for a structure of composition C35H30N4O4P2PdS at a distorted geometry.

The value obtained for the LUMO energy is 4.2 eV. The charge is -2. The frontier orbital gap is 5.5 eV. Its calculated total energy is -83827.4271 eV.

The geometry in XYZ format:
```
77
Properties=species:S:1:pos:R:3:lowdin_charge:R:1
Pd 0.337 0.607 0.597 0.3410
C 1.927 -3.457 0.936 -0.1879
N 1.343 -2.280 0.309 -0.5276
P -0.404 -2.191 0.375 1.0166
C -0.749 -3.732 -0.638 -0.3536
C 0.101 -4.312 -1.578 -0.1200
C -0.294 -5.412 -2.324 -0.1027
C -1.560 -5.956 -2.150 -0.1231
C -2.419 -5.394 -1.218 -0.1091
C -2.010 -4.298 -0.467 -0.1106
C -0.820 -1.011 -0.967 -0.4310
C -1.874 -0.122 -0.703 -0.1333
C -2.347 0.707 -1.723 -0.0987
C -1.795 0.654 -2.988 -0.1212
C -0.746 -0.231 -3.252 -0.1078
C -0.265 -1.055 -2.257 -0.1086
P 2.061 -0.729 0.550 0.8497
C 3.528 -0.914 -0.580 -0.3300
C 3.498 -1.712 -1.719 -0.1023
C 4.553 -1.717 -2.625 -0.1079
C 5.662 -0.914 -2.408 -0.1261
C 5.702 -0.103 -1.277 -0.1075
C 4.647 -0.103 -0.381 -0.1125
C 2.977 -0.852 2.146 -0.3402
C 4.117 -1.626 2.379 -0.1268
C 4.714 -1.653 3.628 -0.1117
C 4.173 -0.906 4.673 -0.1157
C 3.038 -0.144 4.455 -0.0775
C 2.439 -0.113 3.196 -0.0758
H 1.423 -4.363 0.596 0.0562
H 1.872 -3.430 2.031 0.0786
H 2.982 -3.547 0.656 0.0689
H 1.090 -3.893 -1.721 0.0786
H 0.388 -5.844 -3.049 0.0912
H -1.872 -6.814 -2.734 0.0862
H -3.410 -5.808 -1.069 0.0907
H -2.684 -3.866 0.266 0.0957
H -2.313 -0.058 0.291 0.0762
H -3.144 1.407 -1.498 0.1026
H -2.162 1.309 -3.770 0.0892
H -0.302 -0.267 -4.241 0.0885
H 0.553 -1.737 -2.465 0.0779
H 2.628 -2.339 -1.891 0.0671
H 4.503 -2.352 -3.503 0.0904
H 6.485 -0.913 -3.114 0.0841
H 6.558 0.536 -1.092 0.0909
H 4.689 0.539 0.492 0.1068
H 4.560 -2.196 1.568 0.0953
H 5.600 -2.256 3.789 0.0869
H 4.637 -0.928 5.653 0.0869
H 2.597 0.430 5.261 0.1031
H 1.514 0.441 3.029 0.0687
N -7.971 6.005 1.729 0.1161
C -6.948 5.641 1.342 -0.2086
C -5.675 5.212 0.842 -0.2540
C -5.035 4.103 1.403 0.0064
C -3.812 3.684 0.912 0.0363
C -3.228 4.395 -0.143 -0.1673
C -3.866 5.501 -0.706 -0.0212
C -5.091 5.909 -0.217 -0.0543
N -1.992 3.956 -0.623 -0.0141
C -1.420 4.129 -1.882 -0.0788
C -0.246 3.432 -1.851 -0.1541
N -0.081 2.892 -0.599 0.0417
C -1.118 3.214 0.108 -0.1538
H -5.493 3.552 2.213 0.1266
H -3.341 2.775 1.308 0.0556
H -3.394 6.053 -1.507 0.0994
H -5.589 6.768 -0.646 0.1066
H -1.920 4.649 -2.680 0.0950
H 0.466 3.266 -2.642 0.0929
H -1.264 2.972 1.172 0.0754
O -2.848 1.325 2.003 -0.4486
S -1.757 1.365 3.025 0.2512
O -2.262 1.050 4.363 -0.4067
O -1.139 2.713 2.973 -0.4323
O -0.697 0.357 2.630 -0.5083
```